Computed, not measured: the ion C2H8N5 with charge +1 in a non-equilibrium geometry, with ωB97M-V with the def2-TZVPD basis set.

Each atom is followed by the atoms it is bonded to, with distances in Å.
Positions of all 15 atoms, in Å:
1 C -0.1225 -1.0999 1.1669  C2 1.643, N3 1.397, H8 1.046, H9 1.193
2 C 1.2289 -0.6282 0.3598  C1 1.643, N5 1.418, H10 1.061, H11 1.137
3 N -0.9494 0.0052 1.3811  C1 1.397, H12 1.004
4 N -0.3124 -0.3513 -1.5002  N5 1.417, N7 1.426, H13 1.062
5 N 0.8812 0.0380 -0.8427  C2 1.418, N4 1.417, N7 1.400
6 N -0.3576 2.1428 -1.3276  N7 1.365, H14 1.013, H15 1.005
7 N -0.2291 0.8894 -0.8023  N4 1.426, N5 1.400, N6 1.365
8 H -0.6420 -1.9368 0.8155  C1 1.046
9 H 0.1452 -1.3468 2.3028  C1 1.193
10 H 2.0226 -0.0693 0.7889  C2 1.061
11 H 1.5908 -1.6310 -0.0361  C2 1.137
12 H -1.7601 -0.1149 0.8013  N3 1.004
13 H -0.1076 -0.1656 -2.5259  N4 1.062
14 H -1.2380 2.3662 -1.7760  N6 1.013
15 H -0.1809 2.7326 -0.5338  N6 1.005

Output
Orbital gap (alpha / beta): 7.1 / 9.5 eV
Max |F|: 0.0854 Eh/bohr
Energy: -9639.2953 eV
Lowest unoccupied orbital energy (alpha / beta): -7.102 / -5.542 eV
Total charge: +1
E_HOMO (alpha / beta): -14.188 / -15.066 eV

Results of the Löwdin charge analysis, in e, for atoms 1 through 4: atom 1 (C): -0.244, atom 2 (C): -0.079, atom 3 (N): 0.171, atom 4 (N): 0.136